The following is a DFT calculation (ωB97M-V/def2-TZVPD) of C47H45ClN7NiO4S4 as an isolated structure in a non-equilibrium geometry.

```
109
Properties=species:S:1:pos:R:3:forces:R:3
Ni -8.14910 -18.59479 -13.57061 0.7 -0.4 -0.2
N -6.79599 -19.29732 -14.97103 -1.1 -1.0 -0.2
S -6.92709 -20.56425 -15.99796 -2.1 -0.1 -0.1
N -5.40435 -18.99389 -14.90449 1.0 0.7 -0.2
S -5.30518 -17.59289 -15.58797 -0.6 1.3 -0.6
N -6.11849 -16.37421 -14.93778 1.1 -0.5 0.0
S -6.14573 -16.27184 -13.29119 3.0 -0.6 -0.8
N -6.97185 -17.22650 -12.58520 -1.2 -0.7 0.4
C -4.38152 -16.32048 -12.67245 -2.4 -1.1 0.4
C -4.10875 -17.44105 -11.92124 0.8 -1.0 -0.8
C -2.73046 -17.66913 -11.65713 -2.1 -1.3 0.7
C -1.82271 -16.72080 -11.92700 1.2 1.4 0.3
C -2.21200 -15.50557 -12.48344 2.3 1.3 0.3
C -3.47895 -15.31913 -12.88748 -1.1 0.1 -1.4
C -6.47108 -14.58293 -13.22417 -0.3 1.1 2.0
C -5.91005 -13.72100 -12.25538 -1.0 1.0 -0.8
C -6.32192 -12.37589 -12.20943 -0.1 -1.1 -1.1
C -7.39600 -11.93917 -12.99898 -0.5 -0.1 0.1
C -8.11512 -12.87627 -13.75123 1.2 -1.2 -0.6
C -7.58434 -14.21590 -13.90516 -3.0 1.4 -2.1
C -3.56426 -17.19563 -15.80053 -0.7 0.2 0.0
C -2.61117 -18.12663 -15.41020 0.4 -0.7 0.5
C -1.27217 -17.83196 -15.54855 0.2 1.8 -0.6
C -0.90883 -16.58584 -16.19397 0.0 -2.3 0.5
C -1.85976 -15.76005 -16.68477 -3.0 0.1 0.4
C -3.25502 -15.99732 -16.43226 1.4 -0.4 0.1
C -5.95672 -17.42504 -17.28486 -0.8 0.1 0.1
C -7.30301 -17.01797 -17.48696 1.8 0.7 -0.1
C -7.70847 -16.79991 -18.82233 -0.4 -0.9 1.8
C -6.86992 -17.15471 -19.86392 -1.2 1.1 -0.5
C -5.56190 -17.52020 -19.61671 -0.2 -0.2 -1.1
C -5.08688 -17.69032 -18.35157 0.0 -0.2 1.6
C -8.02462 -21.80784 -15.13132 1.3 1.4 -0.9
C -7.45241 -22.25859 -13.99637 0.3 -0.2 0.8
C -8.05143 -23.23111 -13.23537 0.4 -0.5 -0.2
C -9.21870 -23.78816 -13.66729 -1.5 0.1 -2.1
C -9.88365 -23.28053 -14.85194 1.9 -0.1 0.9
C -9.19604 -22.30176 -15.61142 -2.6 0.0 -0.6
C -8.09340 -20.17895 -17.35065 0.1 -0.7 -0.7
C -9.20962 -19.34072 -17.25040 0.1 -0.2 -0.3
C -10.13392 -19.33727 -18.33379 0.7 -0.2 1.9
C -9.96298 -20.18074 -19.40974 -0.7 1.0 -0.5
C -8.81275 -20.89518 -19.52228 2.0 -1.7 -2.0
C -7.86601 -20.96549 -18.50496 -1.8 1.7 1.1
H -4.92326 -18.16863 -11.76596 0.6 0.3 0.1
H -2.34804 -18.56215 -11.17866 -0.5 -0.2 0.1
H -0.82724 -16.89287 -11.54149 0.2 0.2 -0.4
H -1.52644 -14.63945 -12.55834 -0.2 -0.9 -0.1
H -3.83998 -14.49432 -13.46763 0.4 0.7 0.0
H -5.17032 -14.00916 -11.55040 0.7 -0.4 0.2
H -5.70781 -11.68423 -11.67615 0.0 0.3 0.7
H -7.70697 -10.87348 -13.00312 0.3 -0.9 0.1
H -8.97522 -12.56709 -14.34919 0.2 -0.1 0.2
H -8.10743 -14.95521 -14.64731 1.1 1.5 1.5
H -2.88155 -19.09710 -14.97208 -0.2 0.6 -0.2
H -0.57565 -18.54499 -15.13297 0.4 0.2 -0.3
H 0.07137 -16.26964 -16.48771 0.8 -0.5 0.5
H -1.56344 -14.93221 -17.28121 0.1 0.7 -0.2
H -4.03894 -15.30810 -16.73847 0.2 -0.1 0.0
H -7.89648 -16.74410 -16.60312 0.1 -0.3 -0.6
H -8.74158 -16.47621 -18.92849 0.3 0.0 -0.5
H -7.28232 -17.02509 -20.88129 0.6 -0.2 0.5
H -4.94113 -17.65263 -20.47328 0.6 -0.3 -0.3
H -4.06884 -18.02555 -18.12858 -0.4 0.2 -0.4
H -6.51653 -21.85874 -13.75094 1.3 0.5 0.7
H -7.53347 -23.70019 -12.42064 0.2 0.2 0.4
H -9.52828 -24.71260 -13.19803 -0.6 0.2 0.1
H -10.82744 -23.70511 -15.17920 0.2 0.1 0.0
H -9.63218 -21.81558 -16.51846 0.2 -0.9 0.8
H -9.33769 -18.72326 -16.33410 -0.2 -0.5 -1.0
H -11.00752 -18.73020 -18.23027 -0.4 0.3 -0.1
H -10.67515 -20.23032 -20.23511 0.1 0.2 0.3
H -8.58508 -21.37342 -20.53587 -0.4 0.3 1.7
H -7.06749 -21.63706 -18.50030 1.3 -0.8 -0.4
N -10.81937 -16.50807 -11.85960 -0.2 0.3 1.5
C -9.98144 -16.21055 -13.00659 0.2 -1.1 -0.7
C -10.39184 -17.26804 -14.09950 0.3 2.0 -0.1
O -9.38598 -17.57332 -14.85218 -0.4 -0.6 0.8
O -11.56932 -17.56731 -14.15260 0.3 -0.5 -0.2
H -10.93519 -15.65237 -11.29485 0.0 -0.8 0.1
H -10.26811 -17.24335 -11.36403 -0.5 -0.1 0.3
H -11.73172 -16.89530 -12.13883 0.2 0.1 -0.3
H -8.94524 -16.45971 -12.71085 -0.5 0.9 -0.1
H -10.16571 -15.17211 -13.27684 0.3 -0.2 -0.5
Cl -8.69668 -17.57620 -9.04445 -0.1 -0.1 -0.5
C -7.68639 -18.73265 -9.91420 0.8 -1.2 -1.0
C -8.24147 -19.28590 -11.29454 -0.4 1.8 0.4
O -9.30542 -18.73727 -11.75766 0.1 0.1 0.4
O -7.54582 -19.97588 -12.05403 0.6 -0.3 0.8
H -7.42136 -19.51117 -9.20807 -0.3 -0.4 -0.1
H -6.70899 -18.27196 -10.15791 -0.8 0.1 -0.1
N -5.99442 -15.35223 -8.99824 -0.7 -1.3 -0.4
C -5.88097 -14.03480 -8.96889 0.4 0.6 1.0
S -4.39549 -13.27649 -9.07046 0.2 0.1 -0.3
N -6.99669 -13.31564 -8.69053 -0.2 -1.7 -0.6
C -8.30023 -13.89632 -8.67586 -0.7 1.0 -0.9
C -9.25443 -13.66541 -9.70881 -0.5 0.4 0.2
C -10.56902 -14.16049 -9.54435 0.4 -0.3 -1.8
C -10.81262 -15.10842 -8.53617 -1.5 0.9 -0.6
C -9.88843 -15.30129 -7.54705 0.7 -0.5 0.4
C -8.64072 -14.67311 -7.59620 0.1 -0.6 0.7
H -5.16539 -15.87412 -9.21768 0.1 0.0 0.0
H -6.88683 -15.85040 -8.92843 0.5 0.4 -0.1
H -6.81941 -12.35623 -8.77940 -0.3 1.5 -0.1
H -9.02423 -13.08090 -10.63108 0.1 -0.4 1.0
H -11.34963 -13.92977 -10.37643 1.3 -0.3 1.7
H -11.78960 -15.62438 -8.51167 0.6 0.3 0.1
H -10.09514 -16.04414 -6.78424 0.0 0.2 0.1
H -7.86512 -14.87064 -6.83415 -0.7 0.2 -0.3
```
Forces are in eV/Å.

Properties
* energy above the lowest of the compared OMol25 structures with the same formula, charge and spin: 33.6 kJ/mol
* expectation value of S²: 2.004
* LUMO (alpha / beta): -1.98 / -2.11 eV
* net charge: +1
* HOMO energy (alpha / beta): -10.14 / -10.14 eV
* Kohn-Sham gap (alpha / beta): 8.16 / 8.03 eV
* multiplicity: 3

Mulliken population analysis, charges in e, atoms 1 to 8: 0.7176 1.0405 -0.3001 -1.0079 1.7392 -0.4377 2.9914 -0.9488